Entry 1:
A single C4H7NO2 molecule, computed with ωB97M-V with the def2-TZVPD basis set.

Geometry as ORCA input:
```
! RIJCOSX wB97M-V def2-TZVPD def2/J DEFGRID3
* xyz 0 1
N 1.74 0.53 1.76
C 0.85 0.38 0.71
O 0.85 1.50 -0.06
C 0.07 -0.70 0.53
C -0.95 -0.91 -0.53
C -1.69 0.13 -1.27
O -0.63 -0.60 -1.90
H 2.55 1.08 1.50
H 2.01 -0.34 2.20
H 0.23 -1.54 1.20
H 0.63 1.25 -0.97
H -1.49 -1.86 -0.43
H -1.48 1.18 -1.11
H -2.69 -0.10 -1.63
*
```

As for the LUMO energy: 0.91 eV. As for the SMILES: N/C(O)=C/[C@H]1CO1. The total energy is -361.794082 hartree.

=====

Entry 2:
A single C4H7NO2 molecule, computed with ωB97M-V with the def2-TZVPD basis set.

Geometry as ORCA input:
```
! RIJCOSX wB97M-V def2-TZVPD def2/J DEFGRID3
* xyz 0 1
N 1.61 0.68 1.68
C 0.93 0.31 0.56
O 0.96 1.28 -0.39
C 0.26 -0.86 0.39
C -0.80 -1.01 -0.62
C -1.67 0.10 -1.05
O -0.64 -0.38 -1.92
H 2.21 1.48 1.66
H 1.42 0.21 2.55
H 0.45 -1.67 1.08
H 0.67 0.86 -1.23
H -1.23 -2.01 -0.68
H -1.48 1.09 -0.65
H -2.70 -0.08 -1.38
*
```

As for the LUMO energy: 1.00 eV. As for the SMILES: N/C(O)=C/[C@H]1CO1. The total energy is -361.797003 hartree.

=====

Entry 3:
A single C4H7NO2 molecule, computed with ωB97M-V with the def2-TZVPD basis set.

Geometry as ORCA input:
```
! RIJCOSX wB97M-V def2-TZVPD def2/J DEFGRID3
* xyz 0 1
C 1.30 0.38 -1.77
C 0.45 -0.10 -0.63
N 0.35 -1.28 -0.16
O -0.24 0.92 -0.08
C -0.81 0.74 1.21
C -1.44 -0.60 1.55
O -1.38 -1.02 2.68
H 2.17 0.91 -1.36
H 1.66 -0.46 -2.37
H 0.75 1.08 -2.39
H 0.90 -1.94 -0.69
H -0.07 0.98 1.98
H -1.61 1.49 1.26
H -2.04 -1.09 0.77
*
```

As for the LUMO energy: 0.79 eV. As for the SMILES: [H]/N=C(\C)OCC=O. The total energy is -361.825433 hartree.

=====

Entry 4:
A single C4H7NO2 molecule in a non-equilibrium geometry, computed with ωB97M-V with the def2-TZVPD basis set.

Geometry as ORCA input:
```
! RIJCOSX wB97M-V def2-TZVPD def2/J DEFGRID3
* xyz 0 1
C -2.47 0.56 0.40
C -1.46 0.28 -0.43
C -0.20 -0.74 -0.21
C 2.19 -0.67 0.18
N 0.95 -0.05 -0.06
O -0.31 -1.93 -0.24
O 0.92 1.36 -0.04
H -3.12 1.41 0.22
H -2.52 0.02 1.40
H -1.38 0.68 -1.41
H 2.37 -0.43 1.27
H 2.15 -1.69 0.07
H 2.87 -0.32 -0.61
H 0.02 1.52 -0.53
*
```

As for the LUMO energy: 0.83 eV. As for the SMILES: C=CC(=O)N(C)O. The total energy is -361.734166 hartree.

=====

Entry 5:
A single C4H7NO2 molecule, computed with ωB97M-V with the def2-TZVPD basis set.

Geometry as ORCA input:
```
! RIJCOSX wB97M-V def2-TZVPD def2/J DEFGRID3
* xyz 0 1
O -1.88 1.60 -0.85
C -1.11 0.50 -0.47
C 0.54 -2.53 -0.11
N 0.76 -1.43 0.57
C 1.35 -0.16 0.14
C 0.32 0.91 -0.18
O 0.64 2.08 -0.24
H -1.30 2.37 -0.80
H -1.52 0.01 0.43
H -1.10 -0.27 -1.26
H 0.91 -2.32 -1.14
H 0.49 -1.44 1.55
H 1.93 -0.34 -0.77
H 2.03 0.24 0.90
*
```

As for the LUMO energy: 0.61 eV. The total energy is -361.755161 hartree.

=====

Entry 6:
A single C4H7NO2 molecule in a non-equilibrium geometry, computed with ωB97M-V with the def2-TZVPD basis set.

Geometry as ORCA input:
```
! RIJCOSX wB97M-V def2-TZVPD def2/J DEFGRID3
* xyz 0 1
C -1.10 -1.13 0.52
C -0.71 0.01 -0.44
C -0.93 1.39 0.10
O -1.69 1.59 1.01
C 1.02 0.25 -0.29
O 1.04 1.04 0.64
N 2.27 -0.26 -0.60
H -0.52 -1.06 1.44
H -2.16 -1.13 0.81
H -0.91 -2.08 0.02
H -1.38 -0.05 -1.33
H -0.51 2.18 -0.56
H 2.62 -0.65 -1.46
H 2.97 -0.11 0.13
*
```

As for the LUMO energy: 0.65 eV. As for the SMILES: C[C@@H](C=O)C(N)=O. The total energy is -361.784949 hartree.

=====

Entry 7:
A single C4H7NO2 molecule, computed with ωB97M-V with the def2-TZVPD basis set.

Geometry as ORCA input:
```
! RIJCOSX wB97M-V def2-TZVPD def2/J DEFGRID3
* xyz 0 1
C 1.17 -0.69 0.72
C 0.92 0.52 -1.79
C -0.35 -0.84 0.58
N -1.14 0.36 0.24
C -0.86 1.46 -0.49
O -1.59 2.39 -0.68
O 0.45 1.48 -1.02
H 1.48 0.30 1.07
H 1.74 -0.90 -0.19
H 1.50 -1.42 1.47
H 0.10 -0.24 -1.88
H -0.75 -1.16 1.54
H -0.58 -1.63 -0.14
H -2.08 0.38 0.59
*
```

As for the LUMO energy: 0.37 eV. The total energy is -361.741028 hartree.

=====

Entry 8:
A single C4H7NO2 molecule in a non-equilibrium geometry, computed with ωB97M-V with the def2-TZVPD basis set.

Geometry as ORCA input:
```
! RIJCOSX wB97M-V def2-TZVPD def2/J DEFGRID3
* xyz 0 1
C 0.06 1.29 -0.59
C 0.16 -0.18 -0.22
C 0.77 -1.06 -1.07
O 0.31 -1.06 -2.32
C -0.05 -0.69 1.13
O 0.26 -1.83 1.44
N -0.67 0.16 2.01
H 0.83 1.79 0.02
H 0.34 1.47 -1.64
H -0.89 1.80 -0.40
H -0.55 -0.65 -2.08
H 1.60 -1.73 -0.85
H -1.20 0.96 1.69
H -0.96 -0.26 2.88
*
```

As for the LUMO energy: 0.39 eV. As for the SMILES: C/C(=C\O)C(N)=O. The total energy is -361.809728 hartree.

=====

Entry 9:
A single C4H7NO2 molecule, computed with ωB97M-V with the def2-TZVPD basis set.

Geometry as ORCA input:
```
! RIJCOSX wB97M-V def2-TZVPD def2/J DEFGRID3
* xyz 0 1
C 1.90 -0.58 -0.78
C 0.66 -0.17 -0.04
O 0.39 1.20 -0.18
C -0.96 1.34 0.25
C -1.44 -0.10 0.31
N -2.39 -0.56 1.00
O -0.55 -0.82 -0.44
H 1.97 -1.67 -0.79
H 2.75 -0.18 -0.23
H 1.91 -0.19 -1.80
H 0.75 -0.43 1.03
H -1.53 1.91 -0.49
H -1.03 1.83 1.23
H -2.43 -1.58 0.93
*
```

As for the LUMO energy: 1.01 eV. As for the SMILES: [H]/N=C1/CO[C@H](C)O1. The total energy is -361.827997 hartree.

=====

Entry 10:
A single C4H7NO2 molecule in a non-equilibrium geometry, computed with ωB97M-V with the def2-TZVPD basis set.

Geometry as ORCA input:
```
! RIJCOSX wB97M-V def2-TZVPD def2/J DEFGRID3
* xyz 0 1
O 2.19 -0.33 0.09
C 1.22 0.36 -0.65
C -0.16 0.25 -0.01
C -0.51 -1.06 0.60
N -0.14 0.12 1.42
C -1.34 0.69 -0.80
O -2.35 1.24 -0.42
H 2.04 -0.10 1.02
H 1.46 1.43 -0.74
H 1.20 -0.08 -1.65
H 0.19 -1.89 0.48
H -1.56 -1.37 0.64
H -0.99 0.53 1.81
H -1.22 0.24 -1.79
*
```

As for the LUMO energy: 0.80 eV. As for the SMILES: O=C[C@]1(CO)CN1. The total energy is -361.788362 hartree.

=====

Entry 11:
A molecular structure, C4H7NO2 in a non-equilibrium geometry, computed with ωB97M-V with the def2-TZVPD basis set.

Geometry as ORCA input:
```
! RIJCOSX wB97M-V def2-TZVPD def2/J DEFGRID3
* xyz 0 1
C -1.57 -0.59 0.27
C 1.19 -0.56 -0.91
C 0.57 0.68 -0.36
C -0.68 0.49 0.68
O -1.37 -1.68 0.88
N 0.93 1.82 -0.72
O 0.16 0.00 1.68
H -0.35 -1.15 1.68
H -2.26 -0.48 -0.57
H 0.47 2.63 -0.31
H -1.16 1.45 0.85
H 2.25 -0.38 -1.11
H 1.15 -1.41 -0.24
H 0.68 -0.84 -1.83
*
```

As for the LUMO energy: -0.31 eV. The total energy is -361.759726 hartree.

=====

Entry 12:
A single C4H7NO2 molecule, computed with ωB97M-V with the def2-TZVPD basis set.

Geometry as ORCA input:
```
! RIJCOSX wB97M-V def2-TZVPD def2/J DEFGRID3
* xyz 0 1
C -2.20 -0.19 -0.23
C -0.76 0.18 0.02
N -0.24 1.33 0.17
O 0.02 -0.92 0.08
C 1.35 -0.70 0.52
C 2.20 0.15 -0.41
O 3.28 0.56 -0.07
H -2.61 -0.68 0.66
H -2.80 0.70 -0.45
H -2.27 -0.89 -1.06
H -0.94 2.07 0.09
H 1.36 -0.23 1.51
H 1.80 -1.69 0.59
H 1.81 0.31 -1.43
*
```

As for the LUMO energy: 0.81 eV. As for the SMILES: [H]/N=C(\C)OCC=O. The total energy is -361.831299 hartree.

=====

- Among the records above, which one has the lowest total energy?
  number 12